Here is a cluster of 2 separate species, C3H8O2P in total in a non-equilibrium geometry from the OMol25 dataset. Energies are from wB97M-V/def2-TZVPD.

```
! RIJCOSX wB97M-V def2-TZVPD def2/J DEFGRID3
* xyz -1 1
C -0.892 0.136 1.126
C -0.304 -0.425 -0.225
C 1.444 0.283 -1.053
O 2.164 2.066 -2.772
O 0.740 2.924 -0.772
P 1.047 1.902 -1.795
H -0.174 -0.055 1.890
H -1.223 1.150 0.947
H -1.865 -0.358 1.480
H -1.003 -0.175 -1.035
H -0.013 -1.503 -0.210
H 2.209 0.210 -0.209
H 1.663 -0.359 -1.806
H -0.254 1.777 -2.256
*
```

Its total energy is -16625.221 eV. For the HOMO energy, the calculation gives -4.29 eV. The lowest unoccupied orbital energy comes out at 4.038 eV. The calculation puts the energy above the lowest of the compared OMol25 structures with the same formula, charge and spin at 2.443 eV.

Quick look at the Mulliken charges, all values in e: -0.814 -0.728 -0.669 -0.722 -0.730 0.641 0.270 0.261 0.273 0.318 0.321 0.310 0.360 -0.091